No. 1
{
  "formula": "C6H9NO3PS",
  "method": "ωB97M-V/def2-TZVPD",
  "elements": ["C", "N", "C", "C", "C", "C", "S", "C", "P", "O", "O", "O", "H", "H", "H", "H", "H", "H", "H", "H", "H"],
  "positions_angstrom": [[-1.5279, 0.9483, 1.6832], [-0.1506, 1.2975, 1.1853], [0.0151, 1.0408, -0.1061], [-0.0104, -0.8437, -0.1205], [-0.7318, -1.5070, -1.1739], [-0.6918, -2.8469, -1.0532], [0.5037, -3.2482, 0.1307], [0.7687, -1.6242, 0.6142], [1.6428, 1.1783, -0.7276], [2.6035, 0.8793, 0.3945], [1.4950, 0.4647, -2.0082], [1.6042, 2.7934, -1.1138], [-1.5236, 0.9951, 2.7038], [-2.1235, 1.6580, 1.1681], [-1.7501, -0.0967, 1.4596], [0.7580, 1.0594, 1.7014], [-0.8331, 1.3794, -0.7460], [-1.6061, -1.1160, -1.7130], [-1.1531, -3.5843, -1.6932], [1.4650, -1.4466, 1.4201], [1.2457, 2.6195, -2.0054]],
  "atomic_forces_ev_per_a": [[3.261, -0.630, -1.992], [-0.079, 1.478, 4.529], [-1.269, -4.803, -1.136], [-0.918, 4.248, -2.747], [-1.912, 0.123, 1.245], [1.448, -0.503, 0.027], [-0.065, -1.456, 0.076], [-0.042, -1.067, 0.337], [0.867, 0.627, 0.864], [-0.524, 0.450, -0.874], [1.046, -0.461, -1.591], [0.353, -0.472, -0.530], [-0.358, 0.754, 2.751], [-1.224, 0.373, -0.084], [-0.289, -0.066, -0.523], [-2.150, 0.267, -0.505], [0.727, -0.397, 0.195], [0.925, 0.530, -0.173], [-0.012, -0.111, 0.209], [-0.019, 0.342, -0.178], [0.234, 0.774, 0.100]],
  "largest_force_ev_per_a": 5.1,
  "total_charge": -1,
  "lumo_energy_ha": 0.1135,
  "e_above_lowest_kj_mol": 172.2,
  "spin_multiplicity": 1
}



No. 2
{
  "formula": "C22H43F3N4O6",
  "method": "ωB97M-V/def2-TZVPD",
  "elements": ["N", "C", "C", "C", "C", "C", "O", "C", "C", "N", "C", "C", "O", "C", "F", "F", "F", "H", "H", "H", "H", "H", "H", "H", "H", "H", "H", "H", "H", "H", "C", "O", "C", "C", "N", "C", "C", "O", "C", "H", "H", "H", "H", "H", "H", "H", "H", "H", "H", "H", "H", "H", "H", "H", "C", "O", "C", "C", "N", "C", "C", "O", "C", "H", "H", "H", "H", "H", "H", "H", "H", "H", "H", "H", "H", "H", "H", "H"],
  "positions_angstrom": [[0.9144, -3.0187, 4.2885], [1.0148, -2.5511, 3.1684], [1.5314, -2.0473, 1.7076], [2.2949, -3.3007, 0.9754], [1.6171, -3.6916, -0.4273], [2.4385, -3.3024, -1.7487], [3.8271, -2.9225, -1.5460], [2.4902, -0.7876, 1.9857], [3.8470, -1.1790, 2.7933], [4.9125, -1.6087, 3.1958], [2.9592, 0.0239, 0.6744], [1.8979, 0.0557, -0.5311], [2.6477, 0.4738, -1.7274], [0.7150, 1.1223, -0.3641], [-0.1772, 0.9183, -1.4924], [1.2198, 2.4616, -0.5381], [-0.0741, 0.9605, 0.8066], [0.5852, -1.7183, 1.1528], [3.4294, -3.1589, 0.9596], [2.1036, -4.1996, 1.6891], [1.3103, -4.8094, -0.5073], [0.6082, -3.1124, -0.4786], [1.8948, -2.4676, -2.3200], [2.4525, -4.2163, -2.4710], [4.0428, -2.3438, -2.3187], [1.9287, -0.0660, 2.7051], [4.0186, -0.3264, 0.3612], [3.1021, 1.1286, 1.0114], [1.4267, -0.9529, -0.7991], [3.4975, -0.0378, -1.7029], [-4.0801, -0.0541, -5.3414], [-3.9354, -1.3106, -5.9831], [-3.3239, -1.2343, -7.2717], [-1.8866, -1.7660, -7.2386], [-0.9975, -0.8594, -6.5083], [0.3001, -1.4468, -6.1537], [0.3116, -2.7272, -5.2963], [-0.1155, -2.5410, -3.9509], [-1.5222, -2.4876, -3.7773], [-4.7732, -0.1794, -4.5066], [-3.1278, 0.2954, -4.9353], [-4.4924, 0.6978, -6.0205], [-3.3744, -0.2266, -7.6953], [-3.9080, -1.8903, -7.9270], [-1.5191, -1.8803, -8.2633], [-1.9195, -2.7563, -6.7755], [-1.4517, -0.5612, -5.6544], [0.8435, -0.6733, -5.6019], [0.8637, -1.6294, -7.0744], [1.3556, -3.0515, -5.2294], [-0.2263, -3.5577, -5.7653], [-2.0532, -3.1547, -4.4597], [-1.8730, -1.4603, -3.8839], [-1.7501, -2.7967, -2.7510], [0.1366, 5.9464, 5.8570], [-0.6325, 5.1285, 6.7232], [-2.0122, 5.0431, 6.3636], [-2.3474, 3.6744, 5.7605], [-1.7535, 3.5155, 4.4308], [-1.7508, 2.1334, 3.9353], [-1.0368, 1.0574, 4.7767], [0.3817, 1.1816, 4.8137], [0.8692, 2.1549, 5.7225], [1.0894, 6.1557, 6.3482], [0.3513, 5.4345, 4.9158], [-0.3631, 6.8985, 5.6561], [-2.3207, 5.8626, 5.7073], [-2.5784, 5.1452, 7.2964], [-3.4341, 3.5694, 5.6825], [-1.9804, 2.9159, 6.4578], [-0.7966, 3.8445, 4.4504], [-1.2654, 2.1627, 2.9547], [-2.7865, 1.8225, 3.7632], [-1.2332, 0.0961, 4.2903], [-1.4476, 0.9663, 5.7875], [0.2653, 2.2186, 6.6301], [0.9365, 3.1260, 5.2296], [1.8881, 1.8720, 6.0093]],
  "atomic_forces_ev_per_a": [[0.255, 2.752, -6.410], [0.961, -1.825, 3.598], [0.253, -0.745, 1.676], [-1.006, -1.037, 0.978], [-0.487, 0.397, -0.295], [-0.705, -0.649, -1.405], [-0.774, 0.849, -0.538], [0.663, 0.696, 1.377], [3.250, -2.312, 0.298], [-6.101, 2.649, -2.143], [-0.207, 0.872, 0.852], [1.151, -0.090, -0.452], [-0.079, -0.810, 1.227], [-0.678, 0.642, -2.065], [1.903, 0.587, 2.953], [-1.676, -3.459, 1.227], [2.214, 0.744, -2.737], [1.519, -0.361, 0.732], [-1.704, 0.044, -0.238], [0.490, 1.551, -1.279], [0.816, 1.926, 0.443], [1.630, -1.052, -0.023], [0.688, -1.151, 0.882], [-0.241, 1.453, 1.267], [-0.127, -0.904, 0.990], [0.876, -1.229, -1.277], [-2.061, 0.285, 0.107], [-0.173, -1.868, -0.615], [0.426, 1.404, 0.828], [-1.197, 0.682, 0.059], [-0.129, -0.253, 0.122], [0.061, 0.448, -0.201], [0.199, -0.682, -0.107], [-0.248, 0.550, 0.287], [0.055, -0.376, -0.027], [-0.258, 0.153, 0.237], [0.391, 0.267, -0.043], [-0.029, -0.198, -0.282], [0.136, 0.091, 0.447], [0.059, -0.081, -0.103], [0.015, 0.215, -0.026], [0.076, 0.013, 0.008], [0.089, 0.055, 0.200], [0.049, 0.062, 0.038], [-0.002, 0.010, 0.023], [-0.111, -0.151, -0.120], [0.004, -0.012, -0.109], [0.059, -0.116, -0.016], [-0.051, -0.115, 0.007], [-0.045, 0.039, 0.055], [-0.184, 0.071, 0.042], [0.012, 0.094, -0.084], [-0.237, -0.058, -0.111], [0.135, -0.015, -0.147], [0.115, -0.119, 0.277], [-0.157, 0.329, -0.356], [-0.219, -0.591, 0.361], [0.395, 0.481, -0.247], [-0.090, -0.254, 0.217], [0.324, 0.209, 0.070], [-0.097, -0.100, -0.469], [-0.306, -0.012, 0.099], [0.431, -0.177, -0.186], [-0.119, -0.075, 0.027], [-0.011, 0.139, -0.164], [-0.009, -0.043, -0.064], [0.180, -0.065, -0.119], [0.033, 0.000, -0.080], [0.023, 0.004, -0.008], [-0.106, 0.001, 0.190], [-0.106, 0.001, 0.035], [-0.054, -0.110, 0.041], [0.008, -0.044, 0.113], [0.078, 0.044, 0.019], [0.097, 0.160, 0.066], [-0.078, 0.076, -0.073], [-0.074, 0.171, 0.215], [-0.187, -0.080, -0.070]],
  "largest_force_ev_per_a": 7.0,
  "lumo_energy_ha": 0.0072,
  "spin_multiplicity": 1
}



No. 3
{
  "formula": "C19H58N16O11",
  "method": "ωB97M-V/def2-TZVPD",
  "elements": ["C", "O", "C", "C", "N", "C", "C", "O", "C", "H", "H", "H", "H", "H", "H", "H", "H", "H", "H", "H", "H", "H", "H", "H", "C", "O", "C", "C", "N", "C", "C", "O", "C", "H", "H", "H", "H", "H", "H", "H", "H", "H", "H", "H", "H", "H", "H", "H", "N", "C", "N", "O", "H", "H", "H", "H", "N", "C", "N", "O", "H", "H", "H", "H", "N", "C", "N", "O", "H", "H", "H", "H", "N", "C", "N", "O", "H", "H", "H", "H", "N", "C", "N", "O", "H", "H", "H", "H", "N", "C", "N", "O", "H", "H", "H", "H", "N", "C", "N", "O", "H", "H", "H", "H"],
  "positions_angstrom": [[-4.1047, 7.9087, -0.7688], [-4.2938, 6.8553, -1.7593], [-3.5743, 5.6293, -1.3204], [-3.8806, 4.5455, -2.4371], [-3.3913, 3.2210, -2.1209], [-4.1581, 2.5587, -1.1010], [-3.8375, 0.9896, -0.9060], [-3.8520, 0.2925, -2.1847], [-3.3807, -1.0219, -1.9899], [-3.0410, 8.0992, -0.6262], [-4.5719, 7.7743, 0.2068], [-4.5632, 8.8294, -1.1297], [-3.9303, 5.3109, -0.3407], [-2.5026, 5.7951, -1.2102], [-3.3314, 4.8896, -3.3135], [-4.9259, 4.6787, -2.7159], [-3.5902, 2.5231, -2.8233], [-5.2269, 2.7685, -1.1407], [-3.8422, 3.0155, -0.1631], [-4.6498, 0.5640, -0.3167], [-2.9041, 0.8664, -0.3567], [-3.6028, -1.5978, -1.0914], [-2.3032, -0.8649, -1.9408], [-3.6628, -1.6070, -2.8652], [-0.9382, -5.5268, -7.6088], [0.4203, -5.1024, -7.4867], [0.5592, -4.3060, -6.2795], [0.6418, -5.2434, -5.0328], [0.3050, -4.4104, -3.8848], [0.0687, -5.2324, -2.6585], [-0.4220, -4.4121, -1.4769], [-1.0635, -5.2791, -0.4724], [-1.3180, -4.7250, 0.8097], [-1.5250, -4.6906, -7.9891], [-1.3545, -6.0516, -6.7489], [-0.8937, -6.2058, -8.4603], [-0.0496, -3.4039, -6.2185], [1.5403, -3.8323, -6.3134], [1.6208, -5.7165, -4.9566], [-0.0262, -6.0822, -5.2286], [0.9858, -3.7120, -3.6225], [1.0356, -5.6009, -2.3158], [-0.6219, -6.0439, -2.8878], [-1.2225, -3.7294, -1.7617], [0.4017, -3.8529, -1.0331], [-1.8763, -3.7901, 0.7626], [-0.3905, -4.5684, 1.3605], [-2.0084, -5.3685, 1.3550], [3.5585, 0.5560, 4.3363], [4.1625, 1.6970, 4.1461], [5.1890, 1.8741, 4.9498], [3.8612, 2.4823, 3.2888], [2.6032, 0.4865, 4.0158], [3.8939, -0.0848, 5.0413], [5.4380, 1.0592, 5.4922], [5.8761, 2.5124, 4.5748], [-0.3438, 2.8763, -2.6215], [0.0215, 3.1372, -1.3831], [-0.9069, 3.6800, -0.6725], [1.1024, 2.7960, -0.8718], [-1.2248, 3.2687, -2.9215], [0.3047, 2.3500, -3.1894], [-0.7209, 4.1152, 0.2198], [-1.7758, 3.8222, -1.1674], [2.3199, -2.5488, 4.9735], [2.4531, -3.3995, 4.0324], [3.6877, -3.3767, 3.7170], [1.5749, -4.1655, 3.6520], [1.4114, -2.1075, 4.9835], [3.1741, -2.0851, 5.2481], [4.2890, -2.6666, 4.1099], [4.0255, -4.0687, 3.0635], [1.5416, 0.9930, 6.6457], [0.5486, 0.6404, 5.9347], [-0.2619, 1.6120, 5.7032], [0.4442, -0.3837, 5.2823], [1.6849, 1.9784, 6.8147], [2.3748, 0.4558, 6.8389], [-0.9943, 1.4176, 5.0355], [-0.2195, 2.4451, 6.2726], [0.0750, 0.4742, 0.6014], [-0.2011, -0.7713, 0.9301], [0.2648, -1.2133, 2.0278], [-0.9210, -1.4922, 0.2720], [0.6071, 1.0040, 1.2769], [-0.2732, 0.7576, -0.3034], [0.9375, -0.7687, 2.6359], [0.2979, -2.2216, 1.9797], [2.4556, -1.6418, -0.7532], [2.8113, -1.8829, -1.9960], [4.1035, -1.6713, -2.0783], [2.0928, -2.2826, -2.9355], [1.4653, -1.7034, -0.5646], [3.1174, -1.0611, -0.2583], [4.7272, -1.9858, -2.8079], [4.5807, -1.1386, -1.3651], [1.5569, 4.3538, 3.4789], [1.0574, 4.1239, 2.3085], [1.7390, 3.2560, 1.7034], [0.0566, 4.5907, 1.9050], [1.1994, 5.0429, 4.1250], [2.2236, 3.7309, 3.9122], [2.5779, 2.9799, 2.1933], [1.6081, 3.0150, 0.7313]],
  "atomic_forces_ev_per_a": [[0.009, -0.028, -0.926], [1.107, -0.683, 1.961], [-1.329, 0.132, -1.314], [0.721, 1.813, 0.091], [-0.749, -1.051, -0.334], [0.557, -1.200, 2.613], [-1.038, 1.521, -1.543], [-0.966, 1.193, 1.791], [1.657, -0.121, -0.940], [0.103, -0.039, 0.051], [-0.061, -0.828, 0.042], [0.057, -0.159, -0.482], [-0.305, 0.032, 0.069], [0.072, 0.336, -0.251], [0.072, 0.037, -0.136], [-0.377, -0.501, 0.298], [0.594, 0.572, -1.498], [-0.289, -0.289, -0.487], [-0.138, -0.186, 0.517], [0.011, 0.092, 0.303], [0.279, -0.098, -0.282], [-0.802, 0.548, 0.320], [0.338, -0.868, -0.150], [0.112, 0.036, 0.039], [0.966, -0.042, -1.712], [-0.666, 0.826, 1.497], [2.183, -1.081, -0.200], [-0.458, 1.760, -0.604], [-1.530, -1.478, 1.378], [0.631, 0.718, -0.192], [-1.720, -0.174, 1.042], [0.715, -0.224, -0.728], [-0.284, 0.420, -0.603], [-0.455, 0.147, 0.600], [-0.009, 0.323, 0.101], [-0.239, -0.376, 0.131], [-1.094, -0.642, 0.147], [0.356, -0.149, -0.496], [0.429, 0.119, -0.181], [-0.486, 0.181, 0.674], [0.341, 0.091, -0.541], [0.108, -0.868, -0.071], [0.049, 0.011, 0.084], [0.264, 0.407, -0.317], [0.018, 0.084, 0.128], [0.276, 0.396, -0.293], [0.064, -0.035, 0.224], [0.425, -0.547, -0.082], [-2.137, -2.898, 0.213], [0.513, 0.344, -0.607], [2.117, 0.563, 1.460], [-0.501, 1.547, -1.140], [0.087, -0.406, 0.129], [-0.480, 0.198, -0.246], [0.729, 0.612, 0.015], [0.247, -0.191, 0.505], [0.354, -0.542, -2.124], [2.321, -1.165, 1.312], [-2.776, 1.907, 1.466], [0.660, -0.224, -1.047], [0.264, -0.560, -0.452], [-0.453, 0.251, -0.162], [0.292, -0.070, 0.352], [-0.187, -0.019, 0.484], [-2.593, 3.974, 4.246], [-2.875, -3.289, -0.678], [5.977, -1.678, -3.547], [0.051, 0.253, -0.864], [0.075, 0.580, 0.993], [-1.095, 0.410, 0.373], [0.175, -0.682, -0.763], [0.326, 0.267, 0.154], [5.316, 1.550, 4.287], [-0.795, -2.123, -3.462], [-3.393, 3.172, -0.374], [0.190, -2.080, -0.162], [-0.063, -0.259, 0.148], [-0.700, -0.337, -0.211], [-0.054, 0.433, 0.303], [-0.597, -0.074, -0.466], [0.274, 1.213, -0.274], [-2.034, 1.332, -2.567], [2.632, -2.784, 4.871], [-0.911, -1.048, -1.959], [-0.115, 0.742, -0.908], [0.400, 0.661, 0.446], [-0.216, 0.065, -0.272], [-0.066, -0.153, 0.854], [-1.968, 0.238, 1.911], [-1.718, -1.352, -2.749], [4.591, 0.706, -1.274], [0.941, 0.377, 1.507], [0.063, 0.484, 0.364], [-1.021, -0.164, 0.599], [-0.774, 0.094, -0.221], [-0.106, -0.334, -0.192], [1.680, 1.931, 6.343], [-0.449, -0.146, 0.480], [3.844, -4.547, -2.554], [-4.956, 3.087, -1.858], [-0.373, -0.105, -0.591], [0.076, 0.231, -0.519], [0.070, -0.261, -0.786], [-0.375, 0.142, -0.518]],
  "largest_force_ev_per_a": 7.2,
  "lumo_energy_ha": -0.0324,
  "e_above_lowest_kj_mol": 415.6,
  "spin_multiplicity": 1
}



no.,HOMO level (eV)
1,-4.28
2,-8.73
3,-7.65